Density functional theory data (the ωB97M-V functional and the def2-TZVPD basis) for a 3-piece molecular cluster, C35H30F5NO8PS overall.

The geometry in XYZ format:
```
81
Properties=species:S:1:pos:R:3:forces:R:3
C -3.9584 -3.8759 -2.6539 0.5 1.3 0.1
C -3.2035 -2.7322 -3.5264 -0.7 -1.0 -0.1
O -3.9562 -2.6455 -4.7851 1.3 -0.4 0.6
C -3.2469 -1.3643 -2.6969 -1.0 -1.2 0.1
N -2.9781 -0.1405 -3.5081 0.8 0.2 2.0
C -1.5824 0.3722 -3.3168 0.1 0.3 -1.0
C -1.4878 1.6765 -2.3911 0.2 0.6 -2.4
O -1.0649 1.3971 -1.0034 -0.9 3.0 2.3
P -1.3513 2.7320 -0.0159 -1.0 -3.7 -1.6
S 0.3229 4.0636 0.1964 2.4 7.8 -4.7
O 1.1925 4.0372 -1.0323 -2.2 -2.0 3.5
O -0.2358 5.4716 0.2842 0.2 -4.6 1.1
C 1.3353 3.8145 1.7413 3.0 1.1 3.7
F 0.6321 3.9854 2.9418 0.7 -0.3 -3.1
F 2.3304 4.8301 1.7196 -2.9 -2.2 -0.6
C 2.1205 2.4172 1.8241 1.4 -1.8 1.6
F 3.5198 2.5625 1.8735 -4.0 -0.3 -0.8
F 1.6892 1.6283 0.7360 1.0 1.5 2.3
F 1.7817 1.7711 3.0394 0.5 1.4 -3.3
H -3.8612 -3.5594 -1.5517 -0.2 -1.0 -1.5
H -5.0664 -3.8239 -2.9482 1.7 -0.2 0.5
H -3.5213 -4.9054 -2.8589 -0.7 1.3 0.4
H -2.1412 -3.0518 -3.8342 -1.3 0.7 0.9
H -3.6563 -3.4512 -5.2707 -0.6 1.0 0.4
H -2.5437 -1.5042 -1.8011 -0.8 0.3 -1.2
H -4.3060 -1.2994 -2.2424 1.5 0.0 -0.8
H -3.6159 0.5959 -3.1503 0.5 -0.8 -0.7
H -0.8517 -0.4625 -3.0102 -1.2 1.3 -0.2
H -1.2302 0.7033 -4.3652 -0.3 -0.2 1.7
H -0.7099 2.3697 -2.8531 -0.9 -0.9 0.7
H -2.4837 2.2613 -2.3816 1.3 -1.1 0.0
H -1.8019 2.2654 1.2614 0.4 0.2 -0.5
H -2.4312 3.5014 -0.5988 1.0 -0.2 0.4
C -8.2409 -5.0192 3.3402 0.1 -0.1 -0.1
C -8.1028 -5.9470 4.3702 0.2 -0.1 -0.1
C -7.1898 -6.9886 4.2514 -0.2 0.1 0.1
C -6.4195 -7.1127 3.0953 -0.3 0.2 0.1
C -6.5752 -6.1976 2.0538 -0.2 0.1 0.2
C -7.4800 -5.1432 2.1836 -0.2 0.1 0.2
C -5.7994 -6.3463 0.8010 -0.1 0.6 -0.6
O -5.9320 -5.5445 -0.1086 0.1 -0.1 0.2
C -4.8667 -7.4882 0.6667 0.2 -0.2 -0.1
C -4.1718 -7.6745 -0.5289 0.2 -0.2 -0.1
C -3.2838 -8.7365 -0.6595 -0.1 0.1 0.1
C -3.0794 -9.6107 0.4057 -0.1 0.1 0.1
C -3.7738 -9.4319 1.5966 0.1 -0.1 -0.2
C -4.6763 -8.3756 1.7260 0.2 -0.1 -0.3
C -5.4371 -8.2151 2.9858 0.1 -0.6 0.8
O -5.2623 -8.9815 3.9165 0.0 0.2 -0.3
H -8.9473 -4.2013 3.4376 0.1 -0.1 0.0
H -8.7062 -5.8567 5.2673 0.1 0.0 -0.1
H -7.0829 -7.7053 5.0591 0.1 0.0 -0.2
H -7.5959 -4.4207 1.3825 0.1 -0.2 0.0
H -4.3240 -6.9954 -1.3616 -0.1 0.0 0.2
H -2.7484 -8.8826 -1.5920 -0.1 0.0 0.1
H -2.3810 -10.4350 0.3056 -0.1 0.1 0.0
H -3.6141 -10.1188 2.4212 -0.1 0.2 0.0
C 10.3167 7.8685 2.2226 -0.2 0.0 -0.1
C 10.5439 6.5005 2.3560 -0.2 0.0 -0.1
C 9.7486 5.5919 1.6671 0.2 0.1 0.2
C 8.7142 6.0491 0.8507 0.2 0.2 0.2
C 8.4713 7.4186 0.7363 0.3 0.0 0.2
C 9.2826 8.3282 1.4154 0.2 0.0 0.1
C 7.3459 7.9156 -0.0878 0.0 1.0 0.0
O 7.1347 9.1107 -0.1915 0.0 -0.3 0.0
C 6.4748 6.9359 -0.7774 -0.3 -0.2 -0.2
C 5.3761 7.3859 -1.5107 -0.2 -0.1 -0.1
C 4.5606 6.4744 -2.1722 0.2 0.1 0.1
C 4.8444 5.1116 -2.1117 0.1 0.0 0.2
C 5.9347 4.6592 -1.3777 -0.2 0.0 -0.1
C 6.7465 5.5702 -0.7009 -0.3 0.0 -0.2
C 7.8843 5.0748 0.1072 0.3 -0.9 0.1
O 8.1297 3.8820 0.1638 -0.1 0.3 0.0
H 10.9439 8.5771 2.7535 -0.1 -0.1 -0.1
H 11.3434 6.1425 2.9961 -0.1 0.0 -0.1
H 9.9337 4.5278 1.7709 -0.1 0.1 -0.1
H 9.1072 9.3946 1.3197 -0.1 -0.2 -0.1
H 5.1514 8.4462 -1.5646 0.2 -0.1 0.1
H 3.7036 6.8261 -2.7376 0.1 0.0 0.0
H 4.2118 4.4011 -2.6341 0.1 0.1 0.0
H 6.1482 3.5962 -1.3302 0.1 0.2 0.1
```
Positions in Å, forces in eV/Å.

Properties
- LUMO level (Ha) = -0.2182
- Kohn-Sham gap (eV) = 5.23
- E_HOMO (eV) = -11.17
- total charge = +1